(1)
# C16H48N4O8Sr

A molecular structure, C16H48N4O8Sr (ωB97M-V/def2-TZVPD, OMol25).

```
77
Properties=species:S:1:pos:R:3:forces:R:3
Sr 0.349 -0.917 0.164 1.948 -0.599 0.694
O -0.552 -5.541 -3.864 0.302 0.001 0.126
O 1.448 -3.149 0.458 -0.822 -0.494 -0.524
O 2.213 -0.520 -1.375 -0.239 0.075 -0.998
O -3.765 1.642 -2.729 -0.105 -0.057 0.165
O 2.535 -0.136 1.692 -0.279 0.651 0.550
O 0.203 1.234 6.115 0.119 -0.179 -0.075
O 3.176 4.858 -0.508 0.083 0.052 0.153
O -1.715 -0.726 1.483 -0.321 0.018 0.221
N -0.758 -2.721 -1.449 -0.361 -1.618 -0.539
N -1.668 0.061 -1.371 -0.734 0.681 0.210
N 0.652 -1.348 3.419 0.059 0.719 0.444
N 1.335 1.623 -0.044 0.829 0.236 0.179
C -0.880 1.588 -3.086 0.073 0.283 -0.347
C 1.467 3.054 -0.243 -0.228 0.058 0.080
C 0.803 -2.897 -3.341 0.044 -0.086 -0.014
C -5.049 2.201 -2.696 -0.062 -0.303 -0.191
C 0.668 3.813 0.815 -0.295 0.365 0.018
C -0.201 -6.899 -3.779 -0.036 0.284 0.017
C 0.626 -0.862 4.801 0.222 -0.035 -0.556
C 0.547 0.667 4.831 0.045 0.234 0.218
C -1.581 1.475 -1.737 0.500 -0.141 -0.311
C -0.518 -3.388 -2.762 0.005 0.676 0.356
C 2.683 5.274 -1.747 -0.098 -0.135 -0.366
C -0.496 -4.896 -2.592 -0.735 -0.115 0.042
C 1.874 -1.361 5.543 -1.201 -0.188 0.952
C 2.936 3.473 -0.254 -0.054 -0.376 -0.055
C -1.174 1.171 6.355 -0.200 0.227 -0.370
C -2.925 2.170 -1.707 -0.193 0.317 0.071
H -1.463 1.111 -3.881 0.018 -0.050 0.107
H -5.706 1.578 -3.309 0.105 0.055 -0.063
H -0.252 -1.281 5.312 0.009 0.073 0.004
H 2.990 0.291 2.431 0.035 -0.074 -0.124
H -1.386 -5.193 -2.004 0.171 -0.044 -0.083
H 1.873 1.318 0.805 -0.404 -0.066 0.087
H 0.389 -5.204 -2.022 0.115 0.084 -0.104
H 3.465 2.854 -0.995 -0.047 0.130 -0.006
H 1.847 -0.944 6.563 0.386 0.289 -0.263
H -0.928 1.948 -0.999 -0.131 0.003 0.099
H -0.732 2.634 -3.388 -0.127 -0.028 0.127
H -5.467 2.199 -1.682 0.076 0.180 0.017
H -2.844 3.264 -1.837 0.171 -0.128 -0.080
H -1.726 1.845 5.677 0.081 -0.075 0.073
H -5.047 3.217 -3.116 -0.069 0.070 0.197
H 0.768 -1.837 -3.594 -0.119 -0.006 0.080
H 1.170 -4.056 0.639 0.128 0.120 0.246
H -0.160 1.019 4.068 -0.038 -0.042 0.074
H -2.283 -0.409 -2.029 0.164 -0.063 -0.071
H 1.899 1.058 -0.727 -0.528 0.294 -0.332
H -1.360 -3.121 -3.410 0.115 -0.101 -0.172
H 3.376 3.249 0.719 -0.012 0.086 0.024
H -1.893 -1.061 2.372 -0.249 0.120 -0.484
H 1.578 -3.030 -2.579 -0.028 0.001 -0.034
H -0.328 -3.356 -0.759 0.488 0.665 0.294
H -2.140 0.000 -0.459 0.169 -0.267 0.113
H -0.366 3.459 0.811 0.086 -0.119 0.065
H 0.110 1.130 -3.047 -0.066 -0.138 0.190
H 0.625 4.895 0.623 0.190 -0.112 -0.061
H 1.064 3.684 1.826 0.082 -0.185 -0.074
H -1.359 1.500 7.378 -0.003 -0.121 0.076
H 3.254 6.150 -2.060 -0.061 0.068 0.012
H 1.373 -0.774 2.910 0.258 -0.813 -0.170
H 0.797 -7.025 -3.340 -0.031 -0.020 0.031
H -1.574 0.165 6.190 -0.036 -0.008 0.200
H -3.383 2.003 -0.721 -0.054 -0.053 -0.077
H 2.078 -1.089 -2.144 0.268 0.265 0.236
H -0.198 -1.054 2.932 -0.053 -0.195 0.284
H 1.073 -3.457 -4.241 -0.046 -0.050 0.030
H 2.795 -1.134 5.018 0.082 0.003 -0.076
H -1.754 -2.759 -1.236 0.033 0.091 -0.080
H 1.525 1.090 4.591 -0.008 -0.072 -0.096
H 1.753 -2.433 5.725 0.340 -0.064 -0.468
H -0.927 -7.451 -3.167 0.050 -0.112 -0.053
H 1.613 5.527 -1.713 0.090 0.057 0.047
H 1.014 3.332 -1.211 0.144 -0.184 0.000
H -0.185 -7.291 -4.795 -0.083 -0.119 0.004
H 2.796 4.491 -2.515 0.074 0.103 0.107
```
Forces are in eV/Å.

HOMO energy: -1.136 eV
Charge: -2

The net atomic charges from Löwdin, expressed in e, are:
1. Sr 1.38
2. O -0.20
3. O -0.57
4. O -0.56
5. O -0.19
6. O -0.49
7. O -0.21
8. O -0.20
9. O -0.60
10. N -0.04
11. N -0.01
12. N 0.03
13. N -0.05
14. C -0.06
15. C -0.46
16. C -0.06
17. C -0.14
18. C -0.06
19. C -0.14
20. C -0.45
21. C -0.18
22. C -0.43
23. C -0.40
24. C -0.16
25. C -0.21
26. C -0.07
27. C -0.18
28. C -0.15
29. C -0.20
30. H 0.07
31. H 0.08
32. H 0.12
33. H -0.11
34. H 0.13
35. H 0.03
36. H 0.13
37. H 0.13
38. H 0.06
39. H 0.11
40. H 0.07
41. H 0.08
42. H 0.12
43. H 0.08
44. H 0.08
45. H 0.07
46. H -0.15
47. H 0.12
48. H 0.08
49. H 0.01
50. H 0.13
51. H 0.13
52. H -0.12
53. H 0.08
54. H 0.03
55. H 0.03
56. H 0.07
57. H 0.07
58. H 0.06
59. H 0.08
60. H 0.07
61. H 0.07
62. H 0.01
63. H 0.09
64. H 0.08
65. H 0.13
66. H -0.14
67. H 0.00
68. H 0.07
69. H 0.07
70. H 0.07
71. H 0.12
72. H 0.06
73. H 0.08
74. H 0.08
75. H 0.11
76. H 0.08
77. H 0.09

(2)
# CH4N2S2

A single CH4N2S2 molecule (ωB97M-V/def2-TZVPD, OMol25).

```
9
Properties=species:S:1:pos:R:3:forces:R:3
S 2.119 -0.498 0.048 1.491 -0.713 -0.082
S -2.206 -0.145 -0.037 0.730 -0.704 1.942
N 0.450 1.569 -0.027 -3.321 -2.770 -0.120
N -0.523 -0.544 -0.100 0.961 -3.650 -1.811
C 0.700 0.229 -0.016 -3.480 1.069 -0.135
H -2.610 -0.702 1.297 0.983 1.013 -2.186
H -0.308 -1.568 -0.592 -0.661 3.703 2.031
H 1.169 2.188 0.078 1.853 1.809 0.422
H -0.560 1.813 0.027 1.446 0.242 -0.060
```
Forces are in eV/Å.

Structure (SMILES): NC(=S)NS
HOMO energy: -8.680 eV

The net atomic charges from natural (NBO), expressed in e, are:
1. S -0.14
2. S 0.17
3. N -0.79
4. N -0.82
5. C 0.22
6. H 0.13
7. H 0.43
8. H 0.41
9. H 0.40

(3)
# H5NO2P2

A molecular structure, H5NO2P2 (ωB97M-V/def2-TZVPD, OMol25).

```
10
Properties=species:S:1:pos:R:3:forces:R:3
P 2.131 -0.287 -0.716 0.718 0.040 0.992
P -1.405 0.062 -0.323 -3.904 2.176 0.508
O 2.577 0.410 0.682 -2.349 0.713 -1.645
O 0.754 0.149 -0.903 1.289 0.742 -0.892
N -0.934 -1.201 0.439 0.207 -0.560 1.306
H -2.900 0.191 -0.491 1.161 -0.320 0.338
H -1.383 1.433 0.351 0.661 -1.552 -1.164
H -1.206 0.166 -1.705 0.077 -0.032 0.352
H 3.284 0.134 1.201 2.261 -0.957 1.156
H -0.919 -1.058 1.465 -0.120 -0.251 -0.951
```
Forces are in eV/Å.

HOMO energy: -8.115 eV

The net atomic charges from natural (NBO), expressed in e, are:
1. P 1.59
2. P 1.15
3. O -1.01
4. O -1.06
5. N -1.34
6. H -0.14
7. H -0.05
8. H -0.02
9. H 0.51
10. H 0.38

(4)
# CH3N2OP

A single CH3N2OP molecule (ωB97M-V/def2-TZVPD, OMol25).

```
8
Properties=species:S:1:pos:R:3:forces:R:3
P -2.091 -0.319 0.009 0.457 -4.234 1.003
O -2.631 1.016 0.019 -1.603 4.255 -0.149
N -0.353 -0.182 -0.276 1.153 -1.903 -3.048
N 0.656 -1.046 0.261 1.599 -1.515 -1.092
C 0.845 0.351 0.166 1.517 2.365 -1.276
H 1.325 -1.517 -0.497 -2.467 0.932 1.554
H 0.708 0.962 1.016 0.751 0.503 1.169
H 1.542 0.735 -0.699 -1.407 -0.403 1.840
```
Forces are in eV/Å.

HOMO energy (alpha / beta): -6.280 / -9.856 eV
Spin multiplicity: 3

The net atomic charges from natural (NBO), expressed in e, are:
1. P 1.06
2. O -0.93
3. N -0.41
4. N -0.40
5. C -0.07
6. H 0.37
7. H 0.20
8. H 0.19

(5)
# C3H4N2S

A single C3H4N2S molecule (ωB97M-V/def2-TZVPD, OMol25).

```
10
Properties=species:S:1:pos:R:3:forces:R:3
S -3.046 -0.382 0.016 1.572 1.180 -0.287
N -0.234 -0.137 -0.055 -1.804 1.005 0.088
N 0.898 1.963 0.100 -1.001 -0.735 -0.505
C 0.669 -1.243 0.040 -1.383 0.825 -0.385
C -0.099 1.204 -0.040 -0.985 -0.943 0.156
C -1.558 0.313 -0.088 2.365 -0.665 0.505
H 0.186 -2.140 0.135 -1.759 -2.097 0.943
H 0.684 2.933 -0.014 -0.174 0.729 0.193
H 1.120 -1.391 -0.864 1.630 0.182 -2.567
H 1.380 -1.119 0.769 1.538 0.521 1.860
```
Forces are in eV/Å.

Structure (SMILES): [H]/N=c1\c(=S)n1C
HOMO energy: -8.733 eV

The net atomic charges from natural (NBO), expressed in e, are:
1. S -0.04
2. N -0.41
3. N -0.70
4. C -0.43
5. C 0.49
6. C 0.05
7. H 0.23
8. H 0.37
9. H 0.22
10. H 0.22

(6)
# C7H12

A molecular structure, C7H12 (ωB97M-V/def2-TZVPD, OMol25).

```
19
Properties=species:S:1:pos:R:3:forces:R:3
C -0.868 -0.352 1.171 -1.221 -0.121 -3.052
C -0.079 0.848 1.649 -0.528 1.766 2.614
C -0.716 -0.975 -1.380 1.347 1.767 -10.570
C 0.889 0.226 -0.452 2.676 -0.869 4.049
C -1.147 -0.889 -0.120 -2.719 -1.748 10.257
C 0.602 -0.054 -1.915 -1.337 -0.167 2.813
C 1.386 0.866 0.999 -0.940 3.457 -0.684
H 1.730 1.913 1.223 -0.447 -0.189 -1.276
H 1.163 -0.929 0.142 -1.587 2.923 -2.479
H 0.367 0.855 -2.473 -0.047 -0.527 -0.218
H -0.910 1.926 1.310 3.075 -3.037 0.961
H 2.233 0.410 1.492 -0.436 -1.396 0.129
H -1.543 -0.520 -2.026 0.387 0.155 0.742
H 1.333 -0.683 -2.231 1.925 -1.617 -2.182
H -1.899 -1.688 0.080 0.053 0.606 -0.400
H -0.800 -1.893 -2.001 0.685 -0.376 1.331
H -1.606 -0.647 1.853 -0.851 -0.607 1.114
H -0.101 0.632 -0.419 0.133 0.501 1.500
H -0.035 0.953 3.099 -0.166 -0.519 -4.650
```
Forces are in eV/Å.

HOMO energy: -8.250 eV

The net atomic charges from natural (NBO), expressed in e, are:
1. C -0.25
2. C -0.40
3. C -0.48
4. C -0.39
5. C -0.22
6. C -0.38
7. C -0.43
8. H 0.20
9. H 0.19
10. H 0.21
11. H 0.22
12. H 0.22
13. H 0.25
14. H 0.20
15. H 0.22
16. H 0.25
17. H 0.20
18. H 0.18
19. H 0.21

Sequential energy relative to the best compared isomer or geometry (same formula, charge and spin) output: 0.0, 21.0, 68.7, 30.3, 85.6, 226.2 kcal per mole